The following is a quantum chemistry calculation of a 2-piece molecular cluster, C4H11NO overall in a non-equilibrium geometry, from the Open Molecules 2025 dataset.

Structure (XYZ):
```
17
C4H11NO, DFT ωB97M-V/def2-TZVPD
H 2.521 0.807 1.249
N 2.719 0.181 -0.763
H 1.050 -0.991 -0.953
O -3.603 0.222 2.463
C 1.613 -0.324 -1.589
H 2.631 2.143 0.050
H 0.986 0.486 -1.980
C 2.237 1.151 0.258
H -1.887 -0.762 2.367
C -2.812 -0.443 1.848
H -2.700 -1.898 0.308
H 1.139 1.215 0.250
C -2.967 -0.850 0.410
H 3.322 0.729 -1.366
H -2.264 -0.222 -0.139
H -3.988 -0.674 0.087
H 2.002 -0.771 -2.499
```

* LUMO: 0.80 eV
* E_HOMO: -9.067 eV
* M: 89.14 u
* energy above the lowest of the compared OMol25 structures with the same formula, charge and spin: 41.11 kcal per mole
* structure (SMILES): CC=O.CNC
* total charge: 0